1.
26
Properties=species:S:1:pos:R:3:forces:R:3 method="wB97M-V/def2-TZVPD" gap_ev="3.22 / 6.90" e_above_lowest_kcal_mol=10.2 spin_multiplicity=3 total_charge=-1
Au -9.93164 3.35012 -2.48998 -0.33 -0.03 0.11
F -10.77462 7.41013 -4.00316 0.06 -0.94 -0.95
B -10.04697 6.73281 -4.92323 1.11 1.94 3.40
F -8.91722 6.21787 -4.47592 -0.50 -0.54 -0.53
C -14.11415 3.70038 -3.22897 1.98 1.24 -0.33
O -12.60591 3.76543 -3.37432 -2.23 0.02 0.09
C -12.01999 3.69707 -2.12188 1.97 -0.99 -2.13
O -12.56597 3.88886 -1.05386 -0.69 0.66 2.07
H -14.44234 4.76754 -3.33527 -0.05 -1.00 0.36
H -14.32388 3.27234 -2.23948 -0.28 0.14 -0.58
H -14.46416 3.12916 -4.08371 -0.11 -0.20 0.14
F -7.14530 3.76182 -3.18091 0.34 -0.62 -0.72
C -8.01453 2.68948 -3.14533 -2.34 1.26 1.23
F -7.47384 1.80370 -2.25092 0.57 -0.30 -0.30
C -8.14217 1.98433 -4.49469 -0.35 -0.30 0.95
F -8.87087 2.69034 -5.39950 0.50 -0.78 0.62
F -6.95233 1.75284 -5.02252 0.69 -0.36 -0.83
F -8.73526 0.75857 -4.26147 0.34 1.26 -0.77
F -11.05982 3.70614 -8.04953 -0.19 1.07 1.19
C -11.21042 4.70423 -7.15476 0.90 0.91 0.27
F -12.40724 5.26908 -7.25755 -0.17 -0.84 0.15
F -10.94270 4.31985 -5.89497 -0.74 -0.19 -1.18
S -9.99786 6.12417 -7.45877 -0.50 1.26 0.19
O -10.46379 6.89526 -8.57334 0.68 -0.97 0.37
O -8.71575 5.58856 -7.21977 0.75 -0.47 -0.98
O -10.24551 7.11958 -6.20748 -1.39 -1.24 -1.83



2.
13
Properties=species:S:1:pos:R:3:forces:R:3 method="wB97M-V/def2-TZVPD" gap_ev=7.65 e_above_lowest_kcal_mol=133.5
C -0.64236 -0.34540 -1.59229 -1.37 1.30 -2.75
C -1.04901 0.12496 -0.40084 -0.29 0.03 -0.29
C 0.50045 -1.37941 -0.11061 2.24 -2.20 -0.95
C -0.59136 -0.41846 1.87828 -1.56 1.28 0.53
C 1.00820 1.48233 -0.05111 0.69 0.53 -0.66
N 0.29748 -1.30119 -1.40322 1.12 -1.01 0.90
N -0.31020 -0.50867 0.58393 0.17 -2.04 0.20
Cl 0.52121 -1.04116 2.97163 0.62 -0.84 -0.07
Cl 1.20784 1.91461 1.58112 0.12 0.73 0.15
Cl 0.61400 2.85781 -1.01897 0.15 0.12 0.27
H -0.97589 0.01059 -2.69014 0.81 -1.00 2.97
H -1.78660 0.78478 -0.09606 -1.18 1.17 0.33
H 1.20623 -2.18080 0.34829 -1.51 1.94 -0.63



3.
14
Properties=species:S:1:pos:R:3:forces:R:3 method="wB97M-V/def2-TZVPD" gap_ev=10.39 e_above_lowest_kcal_mol=21.9
C -0.42138 -0.73872 1.86860 -0.33 0.66 -2.50
C -0.31719 -0.43796 0.68340 -0.04 -0.26 3.65
C 0.00091 0.05632 -0.62455 2.58 -2.79 -0.06
O -0.80684 0.38083 -1.40500 -1.62 1.66 -1.93
C 1.53859 -0.27310 -1.03456 0.92 4.30 1.65
F 2.14551 -0.39608 0.17765 0.61 -0.44 0.73
F 1.70117 -1.41638 -1.65098 -0.31 -0.47 -1.08
H -0.70583 -0.97258 2.87445 0.23 -0.06 -0.19
H 2.16798 0.69193 -1.43312 -1.95 -2.49 -0.27
F -4.82862 -0.21364 -2.57227 -0.75 0.36 -0.87
C -3.50437 -0.12187 -2.67355 0.72 1.49 1.76
F -3.06816 -1.07700 -1.84959 0.76 -0.86 -0.15
Cl -2.91877 -0.38810 -4.34312 -0.37 0.21 0.83
H -3.15502 0.86350 -2.17703 -0.44 -1.32 -1.58



4.
15
Properties=species:S:1:pos:R:3:forces:R:3 method="wB97M-V/def2-TZVPD" gap_ev=8.24 e_above_lowest_kcal_mol=31.5
N -1.24776 -1.34294 -2.34654 -0.48 -0.28 1.56
C -1.23194 -1.39087 -1.18452 0.85 0.14 -2.69
C -0.77139 -1.47264 0.17650 -3.26 -1.02 -0.47
N 0.41761 -1.27450 0.47412 -0.29 0.54 1.50
C 1.25681 -0.43006 -0.13170 1.91 -2.98 0.72
C 1.00100 0.80780 -0.55260 1.15 1.51 0.45
Cl 2.42329 1.86850 -0.67055 -0.41 -0.34 -0.36
C -0.20816 1.53226 -0.35802 -3.28 -1.65 0.20
N -1.36265 0.87243 -0.25047 2.08 0.69 -0.32
N -2.61833 1.56461 -0.07569 3.66 1.90 -0.71
O -2.64311 2.70864 -0.44176 -0.41 0.92 -0.33
O -3.47249 0.92877 0.39072 -2.27 -1.86 1.13
H -1.58165 -1.84263 0.83180 1.05 -0.06 0.28
H 2.22629 -0.95140 0.03617 0.07 1.63 -0.96
H -0.09230 2.58778 -0.26782 -0.40 0.84 -0.02



5.
10
Properties=species:S:1:pos:R:3:forces:R:3 method="wB97M-V/def2-TZVPD" gap_ev=7.16 e_above_lowest_kcal_mol=70.4
C -0.73795 2.41131 0.08221 1.08 -3.18 -1.20
C -0.85797 1.17948 -0.19071 1.31 4.04 0.15
C -1.08949 -0.29289 -0.38783 0.86 4.25 2.49
S -2.66925 -0.49779 -0.13761 -0.86 -1.72 -0.64
C 0.04441 -1.12682 -0.04774 0.84 -3.61 -0.06
C 1.39105 -1.10508 0.09566 -1.13 0.64 -0.23
Cl 2.45440 0.17327 -0.23466 0.19 0.51 -0.07
H -0.24560 3.44703 0.17911 -1.43 -2.28 -0.10
H -0.19741 -2.20299 0.16508 -0.61 1.13 -0.16
H 1.90782 -1.98551 0.47649 -0.26 0.22 -0.19